Entry 1:
Entry from OMol25: a structure of composition C5H10N5 in a non-equilibrium geometry (ωB97M-V/def2-TZVPD).

Atoms and positions in Å:
C  -1.67  0.79  0.10
C  1.40  -0.69  -0.23
C  -0.19  1.08  1.36
C  -2.74  0.55  -0.86
C  2.41  -1.29  -1.16
N  -1.64  0.94  1.43
N  0.59  0.25  -0.81
N  0.83  0.64  1.95
N  -0.32  0.96  -0.06
N  1.23  -1.01  1.00
H  -2.56  1.10  -1.78
H  -3.70  0.85  -0.44
H  -2.79  -0.51  -1.11
H  3.06  -1.97  -0.62
H  3.02  -0.50  -1.60
H  1.91  -1.83  -1.96
H  -2.35  1.23  2.09
H  0.90  0.68  -1.67
H  0.77  0.43  2.94
H  1.86  -1.69  1.40

As for the net charge: +1. The largest force on an atom is 2.82 eV/A. Its LUMO energy (alpha / beta) is -0.149 / -0.148 Ha. As for the total energy: -12787.5736 eV. As for the orbital gap (alpha / beta): 7.95 / 7.95 eV. The calculation puts the HOMO energy (alpha / beta) at -11.99 / -11.99 eV.

=====

Entry 2:
Entry from OMol25: a cluster of 2 separate species, C4H12N2O2 in total in a non-equilibrium geometry (ωB97M-V/def2-TZVPD).

Atoms and positions in Å:
C  -2.26  -0.67  0.07
C  -0.10  1.75  0.66
N  -1.10  -0.41  -0.77
N  0.20  0.35  0.59
O  -1.24  0.56  -1.54
H  0.74  0.51  -1.75
H  0.07  -0.16  1.45
H  -2.97  -1.23  -0.55
H  -2.76  0.24  0.42
H  -1.96  -1.30  0.91
H  0.80  2.36  0.73
H  -0.61  2.02  -0.29
H  -0.77  1.96  1.49
C  1.62  -1.50  -0.14
C  1.49  0.02  -0.05
O  1.58  0.65  -1.28
H  2.32  0.43  0.56
H  2.54  -1.74  -0.66
H  0.78  -1.89  -0.70
H  1.64  -1.95  0.85

As for the net charge: 0. The SMILES is CN[C@@H](C)O.CN=O. The largest force on an atom is 1.65 eV/A. Its LUMO energy is 0.029 Ha. As for the total energy: -11414.6553 eV. As for the orbital gap: 9.06 eV. The calculation puts the HOMO energy at -8.26 eV.

=====

Entry 3:
Entry from OMol25: a cluster of 4 separate species, C4H17N2O4 in total in a non-equilibrium geometry (ωB97M-V/def2-TZVPD).

Atoms and positions in Å:
C  -0.80  0.87  -2.06
O  -1.23  -0.47  -2.25
C  -0.07  1.13  -0.59
C  -0.95  0.53  0.40
C  -0.65  0.81  2.04
N  0.66  0.47  2.59
N  0.05  2.67  -0.57
H  -1.62  1.63  -2.21
H  0.00  0.87  -2.78
H  0.83  0.65  -0.58
H  -2.06  0.87  0.27
H  -1.18  -0.58  0.30
H  -1.07  1.84  2.00
H  -1.34  0.49  2.69
H  1.34  1.08  2.11
H  0.95  -0.54  2.30
H  1.13  2.82  -0.92
H  -0.63  3.00  -1.16
H  0.91  -2.20  0.75
H  -0.47  -2.11  1.46
O  0.01  -2.80  1.14
H  1.19  -1.68  -1.01
H  2.73  -1.50  0.35
O  1.91  -1.23  0.14
H  -0.52  -1.21  -1.86
H  0.22  -2.95  -0.87
O  0.66  -2.45  -1.67

As for the net charge: -1. The largest force on an atom is 7.06 eV/A. Its LUMO energy is 0.135 Ha. As for the total energy: -15591.9610 eV. As for the orbital gap: 8.96 eV. The calculation puts the HOMO energy at -5.29 eV.

=====

Entry 4:
Entry from OMol25: a cluster of 2 separate species, C2H8NOS in total in a non-equilibrium geometry (ωB97M-V/def2-TZVPD).

Atoms and positions in Å:
C  0.80  -1.10  -0.55
C  0.22  -0.97  0.87
S  -1.66  -0.98  0.84
N  0.65  -0.01  -1.53
H  0.42  -1.99  -1.05
H  1.88  -1.15  -0.33
H  0.69  -0.10  1.34
H  0.52  -1.83  1.48
H  0.74  0.89  -1.07
H  -0.28  -0.04  -1.94
H  -2.09  2.42  0.74
H  -0.70  2.04  0.46
O  -1.21  2.81  0.74

As for the net charge: -1. The largest force on an atom is 1.68 eV/A. Its LUMO energy is 0.153 Ha. As for the total energy: -16577.4589 eV. As for the orbital gap: 6.83 eV. The calculation puts the HOMO energy at -2.68 eV.

=====

Entry 5:
Entry from OMol25: a structure of composition C18H41OP3ReSe in a non-equilibrium geometry (ωB97M-V/def2-TZVPD).

Atoms and positions in Å:
Re  -0.43  0.17  0.36
P  2.04  0.86  1.03
P  -1.14  0.44  2.41
P  -0.37  2.19  -0.70
H  1.25  -2.68  -2.01
C  1.53  -1.70  -2.44
C  2.73  -1.09  -2.29
H  3.46  -1.52  -1.60
C  3.34  -0.38  1.49
C  2.13  1.92  2.54
C  3.11  1.78  -0.16
C  -2.78  -0.32  2.30
C  -0.32  -0.41  3.79
C  -1.37  2.15  2.98
C  0.57  2.17  -2.30
C  0.19  3.75  0.21
C  -2.05  2.70  -1.19
H  0.67  -1.06  -2.61
H  2.91  -0.07  -2.67
H  3.48  -1.12  0.70
H  3.11  -0.93  2.40
H  4.30  0.12  1.64
H  1.66  1.43  3.40
H  1.61  2.86  2.36
H  3.19  2.12  2.76
H  3.20  1.23  -1.10
H  4.12  1.88  0.27
H  2.74  2.77  -0.38
H  -3.32  0.01  3.19
H  -2.71  -1.42  2.26
H  -3.31  0.05  1.42
H  -0.81  -0.02  4.69
H  0.76  -0.22  3.88
H  -0.48  -1.50  3.71
H  -1.87  2.01  3.95
H  -2.02  2.69  2.27
H  -0.40  2.65  3.11
H  -0.12  2.70  -2.97
H  0.73  1.12  -2.64
H  1.55  2.67  -2.21
H  -0.26  4.51  -0.44
H  1.29  3.84  0.30
H  -0.29  3.71  1.21
H  -1.93  3.36  -2.07
H  -2.54  3.15  -0.31
H  -2.65  1.82  -1.48
C  -1.90  -2.56  -2.32
C  -1.28  -3.08  -3.46
C  -2.05  -3.16  -4.64
C  -3.41  -2.86  -4.58
C  -4.08  -2.74  -3.34
C  -3.29  -2.60  -2.19
Se  -0.93  -1.78  -0.64
H  -1.87  0.86  0.32
H  -0.23  -3.37  -3.48
H  -1.58  -3.41  -5.61
H  -4.01  -2.77  -5.47
H  -5.16  -2.67  -3.31
H  -3.73  -2.43  -1.21
C  1.79  -3.11  2.02
O  0.94  -2.08  1.45
H  2.62  -3.32  1.31
H  1.20  -4.01  2.21
H  2.18  -2.71  2.97
H  0.27  -2.59  0.90

As for the net charge: +4. Its spin multiplicity is 4. The largest force on an atom is 5.77 eV/A. Its LUMO energy (alpha / beta) is -0.522 / -0.587 Ha. As for the total energy: -116673.5647 eV. As for the orbital gap (alpha / beta): 6.65 / 4.90 eV. The calculation puts the HOMO energy (alpha / beta) at -20.84 / -20.86 eV.